# 1
Molecular formula: C6H6N2O2
Method: DFT, the ωB97M-V functional and the def2-TZVPD basis

XYZ file:
```
16
Properties=species:S:1:pos:R:3:forces:R:3
C -0.91077 -1.20216 -1.69982 -1.013 -0.665 0.104
H 0.44974 1.89102 0.96466 0.061 -0.340 -1.315
H 0.60027 2.20903 -0.88079 0.576 -1.891 1.960
H 2.46387 1.02769 1.28076 -0.016 -0.537 -1.193
H 2.26568 -0.00741 -0.20964 0.396 -3.308 -0.516
H -1.20210 0.07222 1.51739 0.752 0.271 0.049
C -1.73796 -2.14517 -1.57064 1.527 2.426 0.450
C -1.88457 -1.47451 0.66094 -0.511 -0.709 2.205
C 0.76266 1.40001 -0.01317 -1.546 2.957 0.617
N -0.98574 -0.37570 0.63895 0.835 1.180 -1.602
H 2.94929 1.48139 -0.46654 -1.380 -0.466 1.449
C -0.16049 0.28135 -0.32405 -1.257 -1.153 -0.950
N -0.14873 -0.11897 -1.56038 -0.201 -1.123 0.082
O -2.41109 -2.21313 -0.32398 0.338 -0.415 -1.035
O -2.22939 -1.73897 1.78470 -0.418 -0.080 -0.302
C 2.17933 0.91332 0.20161 1.856 3.853 -0.003
```
Forces are in eV/Å.

E_LUMO: -0.51 eV
Relative energy (zero: lowest compared OMol25 entry of this formula, charge and spin): 124.49 kcal/mol
SMILES string: CCC1=NC#COC(=O)N1
E_tot: -492.04507 Ha
HOMO level: -0.33464 Ha
Orbital gap: 8.60 eV

=====

# 2
Molecular formula: C2H8N4O2
Method: DFT, the ωB97M-V functional and the def2-TZVPD basis

XYZ file:
```
16
Properties=species:S:1:pos:R:3:forces:R:3
H -1.81446 -1.82323 -0.39086 -0.478 0.609 0.116
N -2.15468 -0.86263 -0.24245 0.406 -0.977 -0.277
N -1.58840 1.35026 -0.31786 -0.630 1.729 -0.280
C -1.31540 0.11025 -0.15557 0.065 -0.412 0.913
O -2.66754 1.50998 -1.19143 2.569 -3.726 -1.009
H -0.97128 2.11848 0.01536 -0.957 -0.387 -0.575
H 2.44667 -0.41996 -1.40881 -0.980 1.636 1.199
O 3.06442 -1.39598 1.33622 0.178 -0.060 -1.552
H 1.16555 -1.22688 2.05133 0.135 0.387 -0.724
N 1.78797 -0.90135 1.29212 -0.270 0.693 -0.179
C 1.43006 -0.06055 0.35214 -0.247 -0.367 0.406
H 3.40097 -1.54399 2.22908 -0.380 0.255 0.665
H -3.16957 -0.67995 -0.26196 0.450 -0.137 0.004
H 1.79886 1.34605 -1.25542 0.092 -3.507 1.579
H -3.28807 2.18492 -1.23161 -1.305 3.359 1.345
N 1.87491 0.29457 -0.82027 1.353 0.903 -1.633
```
Forces are in eV/Å.

E_LUMO (alpha / beta): -10.22 / -10.57 eV
Relative energy (zero: lowest compared OMol25 entry of this formula, charge and spin): 91.13 kcal/mol
Net charge: +2
E_tot: -449.57573 Ha
HOMO level (alpha / beta): -0.68054 / -0.66488 Ha
Orbital gap (alpha / beta): 8.30 / 7.52 eV

=====

# 3
Molecular formula: Cl2N3O17Tl
Method: DFT, the ωB97M-V functional and the def2-TZVPD basis

XYZ file:
```
23
Properties=species:S:1:pos:R:3:forces:R:3
N -29.34006 16.62499 -3.06813 0.622 -1.181 -0.774
O -29.68407 17.73238 -3.51913 0.084 -0.282 0.669
O -23.95720 20.46127 -0.78165 -0.535 1.158 0.100
O -21.95535 19.35130 -0.94984 0.151 0.773 1.723
O -24.96770 16.42559 -7.44815 0.964 3.712 -2.045
O -24.46057 18.96705 8.41848 -1.067 0.164 2.205
Cl -24.46121 17.82775 -7.80616 3.442 0.931 0.404
O -22.84541 20.14920 7.56402 -1.550 -0.729 0.090
O -24.95838 18.68137 -8.88960 -1.136 -2.743 -2.156
N -23.09535 27.26671 -1.33907 -0.624 -0.727 -1.041
O -23.20179 28.47242 -1.34850 -3.226 2.830 1.172
O -23.63651 18.63184 0.54604 1.621 2.008 0.686
Cl -22.92717 19.86090 0.03168 -1.381 -2.987 -2.690
O -28.68818 16.52039 -1.99696 -1.158 0.169 -1.390
O -24.71816 18.76153 -6.77820 -1.093 0.097 3.931
O -22.95464 17.89494 -7.95489 -2.208 -1.937 -0.217
N -23.82029 19.33097 7.47402 2.594 0.220 -1.435
O -22.40949 20.79125 0.97642 0.078 -0.895 0.175
O -24.08535 26.44768 -1.13838 2.901 1.755 -0.345
O -29.60346 15.59238 -3.77213 0.354 1.436 1.519
Tl -28.58992 23.32693 -3.10508 0.350 -0.280 0.075
O -24.03591 18.78789 6.38691 0.011 0.348 -0.812
O -21.93298 27.02544 -1.67549 0.806 -3.840 0.156
```
Forces are in eV/Å.

E_LUMO: -3.12 eV
Relative energy (zero: lowest compared OMol25 entry of this formula, charge and spin): 126.40 kcal/mol
Net charge: -2
E_tot: -2534.99187 Ha
HOMO level: -0.16259 Ha
Orbital gap: 1.31 eV

=====

# 4
Molecular formula: C3H6N4O
Method: DFT, the ωB97M-V functional and the def2-TZVPD basis

XYZ file:
```
14
Properties=species:S:1:pos:R:3:forces:R:3
H -0.85606 -2.45468 -0.52162 0.138 0.046 0.029
C 0.81537 0.26137 0.04366 -0.777 0.755 -0.264
C -0.49911 -0.48809 -0.06899 -0.149 0.480 0.175
C -1.18294 0.67846 -0.01680 0.027 -0.483 0.238
N -0.18220 1.67631 0.00975 0.767 -0.548 -0.307
H -2.99125 0.17642 0.01312 0.064 0.009 -0.006
H 1.57193 1.77873 1.11411 -0.081 -0.032 -0.139
N 1.91700 -0.00735 -0.70348 0.159 0.098 -0.133
H 2.66394 0.67272 -0.70497 -0.091 -0.052 0.008
N 0.77584 1.13598 1.12149 -0.178 -0.092 0.362
H -0.40135 -2.20215 1.04824 -0.109 0.116 -0.058
H 1.73381 -0.42409 -1.60509 -0.003 0.050 0.097
O -2.48125 0.99970 0.01993 0.371 -0.027 0.031
N -0.88373 -1.80331 0.25067 -0.139 -0.321 -0.033
```
Forces are in eV/Å.

E_LUMO: 0.73 eV
Relative energy (zero: lowest compared OMol25 entry of this formula, charge and spin): 103.42 kcal/mol
E_tot: -412.04413 Ha
HOMO level: -0.28065 Ha
Orbital gap: 8.37 eV

=====

# 5
Molecular formula: C2H22O9
Method: DFT, the ωB97M-V functional and the def2-TZVPD basis

XYZ file:
```
33
Properties=species:S:1:pos:R:3:forces:R:3
H 9.68589 -7.34564 -3.69547 0.249 -0.129 -0.318
H 3.48295 -9.55985 -5.25313 -0.774 -0.083 -0.796
H 5.78951 -10.51743 -1.51650 -0.075 -0.063 0.235
H 10.09604 -8.93050 -2.99687 -0.466 -0.393 -0.316
O 4.30746 -5.20217 -3.36407 -0.947 0.049 0.591
H 8.36968 -8.48606 -3.68843 0.640 -0.786 0.037
C 8.77305 -7.59556 -1.79573 -0.444 -0.252 -1.664
H 7.08341 -3.82504 -4.04100 0.210 0.016 0.395
O 6.65767 -9.26135 -5.48998 0.872 0.205 -0.858
H 9.57412 -7.14353 -1.21089 0.054 -0.099 -0.062
H 6.44542 -7.56146 -6.27127 0.044 -0.891 0.316
O 6.32430 -4.18608 -4.49886 0.444 0.675 -0.402
O 5.69755 -7.48712 -3.44363 0.758 -0.032 0.296
O 6.50490 -3.80358 -1.55422 0.359 0.475 0.251
H 3.44080 -4.79979 -3.42086 -0.356 -0.246 0.140
H 4.86886 -4.63916 -3.89706 0.674 0.191 -0.441
H 6.69436 -4.64094 -5.25544 -0.130 -0.606 -0.434
C 9.29121 -8.21668 -3.17238 -0.588 2.333 1.678
H 5.12020 -6.72430 -3.47523 -0.543 0.454 -0.074
H 6.25049 -4.59681 -2.02571 -0.096 -0.429 -0.036
H 5.33042 -8.09280 -4.08752 -0.604 -0.293 0.048
O 6.13704 -6.70923 -6.57922 -0.009 1.143 -0.216
H 8.34172 -8.44122 -1.26008 -0.269 0.231 0.393
O 4.06688 -9.53329 -4.49512 1.283 0.606 -0.252
H 6.96854 -6.88315 -2.31007 -0.205 -0.793 -0.430
O 5.95641 -10.26422 -2.42439 0.717 -0.170 0.158
O 7.82571 -6.53567 -2.05292 1.378 -0.193 0.761
H 6.08887 -3.09164 -2.04031 -0.269 0.114 -0.028
H 5.83031 -9.64191 -5.19521 -0.679 -0.431 0.228
H 3.57435 -9.96566 -3.79749 -0.978 -0.557 0.714
H 5.08583 -10.16346 -2.80934 -0.235 0.050 -0.152
H 6.97119 -8.75757 -4.73890 0.088 -0.052 0.401
H 5.86359 -6.86527 -7.48316 -0.100 -0.042 -0.160
```
Forces are in eV/Å.

E_LUMO (alpha / beta): 2.70 / 2.64 eV
Multiplicity: 2
Relative energy (zero: lowest compared OMol25 entry of this formula, charge and spin): 0.00 kcal/mol
Net charge: -1
E_tot: -766.52301 Ha
HOMO level (alpha / beta): 0.00289 / -0.25314 Ha
Orbital gap (alpha / beta): 2.62 / 9.53 eV

=====

# 6
Molecular formula: C33H88AgMnN8O11
Method: DFT, the ωB97M-V functional and the def2-TZVPD basis

XYZ file:
```
142
Properties=species:S:1:pos:R:3:forces:R:3
H -1.92195 1.30273 3.02029 -0.355 -0.046 0.608
N -0.29006 2.59762 -2.65953 0.955 0.443 -0.151
H 1.03679 3.41966 3.66701 -0.154 0.295 0.161
H 0.17215 6.53729 -1.93179 0.134 0.155 -0.146
H 5.71457 0.03332 1.37263 -0.083 -0.271 0.168
H 3.20458 -3.50216 3.47568 -0.258 -0.194 0.460
O -1.76067 -5.37316 -1.38993 -0.631 -0.497 1.627
O 0.87723 3.36945 1.65023 1.001 0.408 -0.267
C -0.57514 6.02853 -2.54074 0.165 0.157 0.857
H -6.75389 -1.95546 0.31871 -0.223 0.224 -0.291
H -5.51384 0.33911 3.63157 -0.107 0.169 -0.011
C 3.16645 -4.38728 2.84070 0.516 0.619 0.533
H 4.05914 -5.24578 -0.81514 0.028 0.001 0.436
H -3.19204 -0.46693 2.64215 -0.819 -0.536 0.580
H -0.94651 -3.58529 -1.29027 -0.070 0.357 0.086
C -4.67445 1.02432 3.51323 0.150 -0.770 -0.252
C -2.25310 1.19246 -2.67055 -0.947 0.926 -1.243
H -4.24862 1.19129 4.50262 0.423 -0.319 -0.092
H 2.76016 4.13782 2.22594 -0.432 0.177 0.499
H 4.50974 1.18860 -2.13813 -0.273 0.808 0.729
C -3.44571 -3.49444 0.26587 0.329 0.024 -0.757
C 1.80190 -4.56155 2.22538 0.444 -0.669 1.005
H -3.91118 0.02711 0.21481 0.764 0.191 -0.005
H 0.20751 5.79273 0.90830 0.084 0.258 0.030
O 3.69517 -0.24217 0.89029 1.259 0.606 1.576
C 6.84402 0.83496 -1.09204 -2.154 -0.382 -0.551
N 1.51937 -3.33539 1.46727 -0.707 -1.051 0.595
N 3.34344 -2.68849 -0.49706 1.120 1.062 1.175
H 7.04035 0.50899 -2.11346 0.934 -0.087 0.118
H 0.52989 -0.90290 -2.99405 -0.186 -0.136 0.162
H -1.97107 -2.14271 -2.77292 0.600 0.412 -0.198
O -1.19135 5.03993 -1.69230 -1.152 1.733 -1.015
H -0.97293 -2.00186 0.21550 0.083 -0.157 -0.352
H -3.37435 -1.20133 -3.14297 -0.310 -0.038 0.286
C -1.16606 -4.39023 -0.58885 -0.400 0.325 0.424
C -1.97804 -3.80502 0.62937 -0.785 -0.437 -1.423
H -5.04670 1.19452 0.90437 0.093 0.479 -0.222
Ag -0.04803 3.32831 -0.39391 -0.620 -2.505 -1.632
H 3.90614 -4.12127 2.08559 0.110 -0.587 -0.330
H 1.26932 1.84149 3.06610 0.277 -0.219 -0.705
C -4.25738 4.54564 0.37271 -1.101 -0.382 0.015
O 2.45657 -1.58300 -2.87603 1.033 -0.519 -0.614
H -1.80457 -6.69749 0.34315 0.472 0.015 -0.292
H 1.07568 -1.87852 -4.34735 0.017 0.081 -0.183
H -0.19918 -4.71959 -0.20836 0.253 -0.320 0.152
H 2.31637 -5.12612 -0.69942 -0.167 0.353 -0.182
C 0.02628 -3.76187 5.26216 -1.327 -0.909 0.168
H 1.36450 -2.63195 2.17527 0.678 0.593 0.445
H -3.38992 -3.19734 -0.78136 -0.346 0.175 -0.195
H 2.84169 2.94297 1.02249 -0.319 -0.374 -0.465
C 0.70770 -4.83641 3.31594 1.017 1.216 -0.293
H -3.80652 -2.63144 0.82547 -0.052 -0.117 0.194
H 2.69736 -3.12303 0.14625 -1.894 0.228 0.495
C 3.31839 -0.00078 2.26262 -2.014 -0.457 -0.200
O 0.89218 -3.74816 4.20613 1.092 1.045 -1.475
H 0.13203 -2.90717 5.93030 0.409 -0.246 -0.035
C 5.53599 -0.00248 -0.77104 0.952 0.890 1.687
H -1.85342 -2.00284 1.56926 -0.014 -0.061 0.224
H -2.16653 3.36658 -3.28755 -0.309 -0.113 1.725
H -5.50843 -1.23321 -0.74324 0.017 -0.281 -0.467
C 4.96796 0.33082 0.63630 1.092 0.333 -0.894
H -1.76072 4.60288 1.39875 -0.330 0.465 -0.008
H -2.45476 6.35266 -0.54075 0.930 0.267 0.264
H 3.17739 -5.62827 -2.17727 -0.418 0.339 -0.369
C -1.42491 2.48575 -4.82552 0.915 -1.401 -0.972
H 0.53986 -3.37409 1.22405 -0.476 -0.026 -0.889
H 1.67847 6.46359 1.73399 -0.517 0.068 0.293
C -6.19339 -1.05037 0.08472 -0.018 0.102 -0.891
N 4.53250 0.23016 -1.82037 1.248 -0.039 -0.629
N -1.93997 3.91097 0.68514 0.206 -0.149 -0.421
H -6.81379 -0.19862 -0.19403 -0.492 -0.084 -0.131
H -0.07863 5.55649 -3.38855 -0.203 -0.089 -0.015
H -0.26164 -4.80244 2.81863 -0.365 0.110 0.085
H 0.17070 -4.74550 5.70906 -0.291 0.125 1.075
H 3.16772 5.38686 0.31739 0.391 -0.304 0.381
H -2.27154 1.18818 -1.58072 0.202 0.606 0.194
H -3.28519 5.70176 -1.82692 0.460 -0.326 -1.099
H -3.27782 1.28719 -3.02981 -0.512 -0.387 0.121
C -3.71281 0.46774 2.43408 -0.129 0.335 0.068
H -0.83279 3.31169 -5.21964 -0.060 0.582 0.599
N -1.29578 -2.59275 0.96831 0.510 0.679 0.935
C -4.49618 0.27445 1.10064 -0.895 -0.039 0.203
H -0.32933 2.46692 3.09815 -0.069 0.489 -0.620
H -1.26782 6.80404 -2.86764 -0.193 -0.306 -0.188
Mn 2.75108 -0.65698 -0.97272 -0.701 -0.120 0.153
C 2.18521 4.91745 0.36658 -0.054 1.986 -0.131
H 1.36505 -3.12878 -2.11990 -0.402 0.053 0.209
H -4.29619 5.38400 1.06823 0.438 -0.013 0.085
H 4.12768 -2.89845 0.10376 1.049 0.382 -0.287
H 1.93985 5.39880 -1.55151 -1.073 0.943 0.175
H -4.20122 -4.27908 0.30625 0.311 -0.237 0.248
H 2.23109 -0.07695 2.25512 -0.148 -0.177 -0.086
H -0.81038 1.63921 -5.13184 -0.424 -0.467 -0.418
H 2.24505 -3.61873 -3.50180 0.493 0.404 -0.413
C -2.27634 -6.50743 -0.62090 -0.267 0.238 -1.829
O -0.34101 1.17040 0.29435 -1.913 0.876 0.481
N 1.79892 4.56650 -0.99698 0.219 0.215 -1.141
H 3.63055 -0.76815 2.97099 0.677 0.017 -0.295
H 4.88712 1.41470 0.71868 -0.097 0.313 -0.024
N -2.60141 1.43269 2.28439 -0.117 0.214 -1.038
O -1.69281 -0.02346 -3.09536 0.212 -1.346 0.619
H 1.54106 -0.18494 -4.19005 0.844 -0.068 0.107
H 1.96485 -5.44266 1.60476 -0.799 0.032 -0.563
H 6.46807 1.84634 -1.24655 0.326 0.375 0.388
C 3.16674 -4.91948 -1.34925 1.404 -0.652 -0.227
C 1.23983 6.12397 0.79573 1.409 -1.273 0.400
H -3.07383 3.46625 -1.01304 0.181 -0.317 0.130
C 0.60232 0.49377 -0.18948 1.565 -0.577 -0.486
H 5.78283 -1.06305 -0.81965 -0.088 -0.082 0.092
H 7.70022 0.82019 -0.41765 -0.246 -0.307 -0.120
H 4.29215 -3.25181 -2.26357 0.619 -0.322 0.395
H 5.05951 -0.12248 -2.60650 -0.630 -0.880 -0.789
H -5.02240 2.01104 3.20758 -0.142 -0.089 -0.302
H -3.35275 -6.45090 -0.45889 -0.070 0.550 0.148
H 2.47579 4.07320 -1.56141 0.462 -1.522 0.789
O -5.46944 -0.75865 1.20485 1.530 0.271 2.759
H 1.34439 6.97890 0.12770 -0.148 -0.256 -0.271
H 0.25645 3.22055 -3.23691 0.185 0.806 0.164
C 2.32389 -2.98553 -2.61810 -1.522 -0.177 0.544
C 2.21521 3.77003 1.35654 0.200 0.492 0.172
H -2.17993 -7.28487 -1.37879 0.297 -0.584 0.688
H -1.92526 -4.49637 1.47042 0.014 -0.077 0.087
C 1.38474 -1.11135 -3.63739 -1.834 0.120 -0.524
H -2.32300 3.11360 1.17258 0.010 -0.503 0.573
H -2.65868 -1.15726 -1.49659 0.156 0.497 0.073
C -2.44972 -1.18553 -2.56600 -0.008 0.994 -1.180
C 0.69922 2.75073 2.87538 0.199 -0.504 2.050
H -2.36704 2.54399 -5.37059 -0.044 -0.412 0.151
C -1.57528 2.45149 -3.32107 -0.437 -0.370 0.167
H -4.51091 3.62709 0.90194 0.132 0.065 0.436
O 0.81772 -0.73508 -0.13613 -2.393 -2.989 1.445
H -5.13914 4.66323 -0.25719 0.264 0.229 -0.590
H -2.05055 1.12392 1.49616 0.242 -0.080 -0.552
C 3.39035 -3.43663 -1.67987 -0.230 -1.989 -2.028
H 0.23595 1.75189 -2.82734 -0.001 -0.792 0.536
O 1.54756 1.06057 -0.77736 2.226 4.048 -1.978
H -0.98423 -3.75551 4.85359 -0.542 0.123 0.271
H 0.73610 -5.73008 3.93936 0.484 -0.570 -0.479
H 3.46617 -5.27239 3.40183 0.203 0.138 -0.013
H 3.48100 1.00527 2.64931 0.780 0.067 -0.404
C -2.45795 5.45630 -1.16094 -0.370 -0.469 1.048
C -2.93281 4.29575 -0.32011 -0.618 0.681 0.312
```
Forces are in eV/Å.

E_LUMO (alpha / beta): -4.38 / -7.34 eV
Multiplicity: 7
Net charge: +2
E_tot: -3873.16725 Ha
HOMO level (alpha / beta): -0.45405 / -0.47301 Ha
Orbital gap (alpha / beta): 7.98 / 5.53 eV